P.
C5H9N2 | wB97M-V/def2-TZVPD

Geometry (Å):
C  -0.785  1.180  0.474
C  -1.554  -1.074  -0.446
C  0.631  1.224  -0.226
C  1.367  -1.192  0.586
C  -0.213  -0.957  0.077
N  -1.232  -0.180  0.635
N  0.928  -0.218  -0.485
H  -1.040  1.513  1.457
H  -1.328  1.817  -0.328
H  -1.495  -0.676  -1.530
H  -2.155  -1.922  -0.114
H  0.533  1.916  -1.044
H  1.373  1.611  0.444
H  1.464  -0.759  1.561
H  2.094  -1.941  0.367
H  1.412  -0.341  -1.427

Its frontier orbital gap is 0.40948 Ha. The structure (SMILES) is C1C[N@H+]2C[C@]23CN13. Its net charge is +1. As for the HOMO energy: -0.5327 Ha. The multiplicity is 1.

***

Q.
C5H9N2 | wB97M-V/def2-TZVPD

Geometry (Å):
C  0.569  0.047  -1.694
C  -1.641  -0.048  2.006
C  -1.284  -1.578  1.774
C  -0.105  -1.049  -1.846
C  2.219  1.935  -1.234
N  -0.601  -0.565  1.171
N  1.363  0.913  -1.633
H  -1.138  -0.951  -1.983
H  -2.469  0.543  1.601
H  -1.404  0.300  2.977
H  -1.172  -2.130  2.729
H  -1.528  -2.095  0.913
H  0.133  -2.004  -1.357
H  1.849  2.285  -0.277
H  1.954  2.670  -2.005
H  3.256  1.726  -1.143

Its frontier orbital gap (alpha / beta) is 0.16852 / 0.13306 Ha. Its net charge is +1. As for the HOMO energy (alpha / beta): -0.4385 / -0.4285 Ha. The multiplicity is 1.

***

Which of them is the most stable? Correct choice: P.

***

P.
C5H9N2 | wB97M-V/def2-TZVPD

Geometry (Å):
C  -1.991  -1.552  0.097
C  0.229  0.086  -1.839
C  -0.687  -1.468  0.045
C  0.212  -0.083  -0.480
C  0.817  0.768  0.499
N  2.024  1.343  0.377
N  0.033  0.938  1.628
H  -2.646  -2.367  0.211
H  -2.694  -0.761  -0.003
H  0.735  0.854  -2.298
H  -0.316  -0.754  -2.340
H  -0.038  -2.340  0.100
H  2.507  1.615  -0.464
H  2.539  1.842  1.166
H  -0.873  0.548  1.549
H  0.384  1.569  2.292

Its frontier orbital gap is 0.36299 Ha. The structure (SMILES) is C=CC(=C)C(N)=[NH2+]. Its net charge is +1. As for the HOMO energy: -0.5312 Ha. The multiplicity is 1.

***

Q.
C5H9N2 | wB97M-V/def2-TZVPD

Geometry (Å):
C  -0.045  -1.350  -2.312
C  -0.278  -1.537  -0.806
C  -0.143  -0.353  0.069
C  -0.860  -0.012  1.159
N  -0.320  1.208  1.606
C  0.668  1.566  0.832
N  0.841  0.608  -0.076
H  -0.984  -1.185  -2.840
H  0.331  -2.259  -2.773
H  0.578  -0.499  -2.604
H  0.408  -2.318  -0.480
H  -1.235  -2.047  -0.708
H  -1.559  -0.507  1.801
H  -0.778  1.736  2.339
H  1.444  2.297  1.009
H  1.719  0.509  -0.571

Its frontier orbital gap is 0.40051 Ha. The structure (SMILES) is CCc1c[nH]c[nH+]1. Its net charge is +1. As for the HOMO energy: -0.5244 Ha. The multiplicity is 1.

***

R.
C5H9N2 | wB97M-V/def2-TZVPD

Geometry (Å):
C  1.660  0.263  1.598
C  0.385  -0.644  1.354
C  1.888  -1.294  1.478
C  -2.861  1.370  -1.845
N  -2.363  1.886  -2.941
C  -1.788  0.547  -1.668
N  2.239  -1.828  0.233
H  1.830  0.843  2.578
H  1.975  0.748  0.641
H  -0.266  -0.673  2.250
H  0.019  -0.623  0.331
H  2.239  -1.747  2.414
H  -3.807  1.738  -1.396
H  -1.444  2.402  -2.840
H  -1.494  -0.222  -2.347
H  1.787  -2.766  0.161

Its frontier orbital gap is 0.11239 Ha. Its net charge is +1. As for the HOMO energy: -0.4308 Ha. The multiplicity is 1.

***

Which of them is the most stable? Correct choice: Q.

***

P.
C2H9O3 | wB97M-V/def2-TZVPD

Geometry (Å):
C  -1.289  -0.102  -0.929
O  -1.072  0.905  -0.006
C  -1.407  0.485  -2.332
H  -2.210  -0.644  -0.691
H  -0.485  -0.848  -0.921
H  -2.074  1.347  -2.202
H  -1.791  -0.228  -3.076
H  -0.454  0.880  -2.681
H  1.750  -0.935  1.632
H  1.591  -2.484  1.755
O  2.245  -1.778  1.825
H  2.040  0.767  1.447
H  -0.188  0.758  0.468
O  1.118  0.682  1.205

Its frontier orbital gap is 0.29921 Ha. Its net charge is -1. As for the HOMO energy: -0.1459 Ha. The multiplicity is 1.

***

Q.
C2H9O3 | wB97M-V/def2-TZVPD

Geometry (Å):
C  -1.544  0.296  1.679
O  -0.253  -0.097  1.242
C  -1.545  1.843  2.023
H  -2.323  0.091  1.029
H  -1.717  -0.382  2.485
H  -1.152  2.541  1.271
H  -2.450  2.243  2.370
H  -0.930  2.107  2.880
H  1.695  -0.735  -2.594
H  1.835  -1.886  -3.827
O  2.156  -1.047  -3.387
H  1.588  -0.670  -0.399
H  -0.138  -0.383  0.230
O  0.863  -0.825  -1.061

Its frontier orbital gap is 0.27903 Ha. Its net charge is -1. As for the HOMO energy: -0.1348 Ha. The multiplicity is 1.

***

Which of them is the most stable? Correct choice: P.

***

P.
C3H7N3 | wB97M-V/def2-TZVPD

Geometry (Å):
N  0.871  -0.527  1.484
C  0.272  -0.854  0.194
C  -0.631  0.300  -0.268
N  0.151  1.471  -0.654
C  -1.437  -0.130  -1.432
N  -2.074  -0.463  -2.338
H  1.193  -1.373  1.942
H  1.694  0.056  1.371
H  -0.353  -1.743  0.322
H  0.998  -1.075  -0.604
H  -1.329  0.496  0.560
H  1.009  1.520  -0.117
H  -0.364  2.323  -0.459

Its frontier orbital gap is 0.40203 Ha. The structure (SMILES) is N#C[C@H](N)CN. As for the HOMO energy: -0.3743 Ha. The multiplicity is 1.

***

Q.
C3H7N3 | wB97M-V/def2-TZVPD

Geometry (Å):
C  0.790  0.206  -0.043
C  -0.472  -0.232  -0.487
C  -1.686  -0.328  0.559
H  2.870  -0.623  0.088
H  1.436  -1.614  -0.335
H  1.980  1.624  0.523
H  -0.426  -1.039  -1.049
H  -2.573  -1.178  0.292
H  -1.862  0.134  1.600
H  -1.242  1.678  -0.517
N  1.786  -0.724  -0.079
N  0.988  1.507  0.063
N  -1.589  0.588  -0.615

Its frontier orbital gap is 0.35851 Ha. The structure (SMILES) is [H]/N=C(\N)[C@H]1CN1. As for the HOMO energy: -0.3270 Ha. The multiplicity is 1.

***

Which of them is the most stable? Correct choice: P.

***

P.
C10H17N | wB97M-V/def2-TZVPD

Geometry (Å):
C  0.189  0.143  1.148
C  0.120  0.711  2.354
C  -2.833  -1.823  0.020
C  0.718  -0.509  -0.032
C  -0.902  -0.366  -0.204
C  1.139  -1.956  0.309
C  3.118  -0.030  -0.256
C  -2.331  1.790  -0.049
C  1.733  0.212  -0.973
C  -1.449  0.887  -0.958
N  -1.641  -1.437  0.203
H  -0.752  0.816  2.797
H  1.118  1.001  2.920
H  -3.156  -2.662  0.448
H  -3.459  -1.226  -0.718
H  1.201  -2.514  -0.520
H  0.373  -2.214  0.986
H  2.166  -1.839  0.609
H  2.870  0.126  0.749
H  3.761  0.805  -0.586
H  3.626  -0.931  -0.463
H  -2.115  1.394  0.973
H  -3.392  1.669  -0.296
H  -1.974  2.833  -0.121
H  1.678  -0.296  -1.868
H  1.391  1.163  -1.153
H  -0.520  1.307  -1.266
H  -2.131  0.502  -1.723

Its frontier orbital gap is 0.32641 Ha. The structure (SMILES) is C=N[C@@]1(CC)C(=C)[C@]1(C)CC. As for the HOMO energy: -0.2900 Ha. The multiplicity is 1.

***

Q.
C10H17N | wB97M-V/def2-TZVPD

Geometry (Å):
C  0.077  -1.143  -0.618
C  -0.968  -1.205  0.481
C  -1.077  0.130  1.223
C  0.263  0.529  1.846
C  1.312  0.590  0.741
C  0.914  1.652  -0.270
C  -0.435  1.320  -0.898
C  -1.510  1.211  0.240
C  -0.351  -0.046  -1.601
C  1.426  -0.762  -0.010
H  0.737  -2.368  -2.086
H  0.306  -3.219  -0.751
H  -0.682  -1.989  1.236
H  -1.931  -1.439  0.033
H  -1.820  0.057  2.028
H  0.533  -0.199  2.639
H  0.149  1.474  2.377
H  2.286  0.845  1.209
H  1.688  1.678  -1.076
H  0.908  2.680  0.178
H  -0.692  2.082  -1.624
H  -1.683  2.178  0.752
H  -2.491  0.914  -0.152
H  0.391  0.091  -2.402
H  -1.320  -0.341  -2.016
H  1.725  -1.557  0.668
H  2.208  -0.734  -0.781
N  0.038  -2.426  -1.366

Its frontier orbital gap is 0.37397 Ha. The structure (SMILES) is N[C@]12C[C@H]3C[C@H](C[C@H](C3)C1)C2. As for the HOMO energy: -0.3405 Ha. The multiplicity is 1.

***

Which of them is the most stable? Correct choice: Q.

***

P.
C4H4 | wB97M-V/def2-TZVPD

Geometry (Å):
C  -0.960  0.114  0.132
C  -2.172  -0.140  -0.004
C  0.429  0.699  -0.078
C  0.323  -0.709  0.098
H  0.653  1.279  -1.042
H  0.840  1.167  0.859
H  0.457  -1.216  1.075
H  0.431  -1.195  -1.039

Its frontier orbital gap is 0.37320 Ha. As for the HOMO energy: -0.3688 Ha. The multiplicity is 1.

***

Q.
C4H4 | wB97M-V/def2-TZVPD

Geometry (Å):
C  2.137  -0.490  0.379
C  2.425  0.407  -0.370
C  -2.214  0.518  0.312
C  -2.242  -0.472  -0.391
H  1.871  -0.962  1.257
H  2.361  1.031  -1.246
H  -2.100  1.398  0.891
H  -2.240  -1.429  -0.834

Its frontier orbital gap is 0.43169 Ha. The structure (SMILES) is C#C.C#C. As for the HOMO energy: -0.3889 Ha. The multiplicity is 1.

***

Which of them is the most stable? Correct choice: Q.

***

P.
C2H6N2O2S | wB97M-V/def2-TZVPD

Geometry (Å):
C  -1.540  -0.958  0.569
C  0.636  -0.191  -0.383
H  -1.091  -1.938  0.384
H  -1.588  -0.796  1.653
H  -2.509  -0.879  0.122
H  -1.597  1.668  -0.479
H  1.168  1.577  0.417
H  2.883  0.127  -1.043
N  -0.693  0.068  -0.092
N  1.426  0.916  -0.289
O  -1.005  1.366  0.240
O  2.773  0.775  -0.340
S  1.138  -1.736  -0.760

Its frontier orbital gap is 0.33711 Ha. The structure (SMILES) is CN(O)C(=S)NO. As for the HOMO energy: -0.3178 Ha. The multiplicity is 1.

***

Q.
C2H6N2O2S | wB97M-V/def2-TZVPD

Geometry (Å):
C  1.445  0.746  1.640
C  1.794  1.708  0.876
N  -1.953  -2.413  -1.228
N  -1.336  -1.696  -2.012
O  -1.229  -0.749  0.423
O  -1.509  1.226  -1.029
S  -0.678  0.118  -0.619
H  0.522  0.292  1.685
H  2.030  0.568  2.501
H  1.259  1.964  -0.031
H  -1.885  -1.857  -0.178
H  2.841  2.093  1.016
H  -1.303  -1.999  -3.043

Its frontier orbital gap is 0.35024 Ha. As for the HOMO energy: -0.3575 Ha. The multiplicity is 1.

***

Which of them is the most stable? Correct choice: P.

***

P.
C15H21NO4S | wB97M-V/def2-TZVPD

Geometry (Å):
C  -0.214  -1.754  1.233
H  0.385  -1.940  2.122
H  0.243  -0.932  0.688
H  -0.179  -2.644  0.611
C  -1.647  -1.423  1.637
H  -2.083  -2.275  2.162
H  -1.639  -0.577  2.329
C  -2.567  -1.060  0.460
N  -2.097  0.148  -0.188
C  -2.740  1.321  -0.132
O  -3.826  1.499  0.375
C  -1.958  2.469  -0.805
H  -2.627  3.319  -0.948
H  -1.542  2.136  -1.762
O  -0.907  2.952  0.034
C  0.241  2.287  0.072
O  0.458  1.262  -0.532
C  1.247  2.978  0.960
C  2.416  2.039  1.243
C  3.107  1.696  -0.070
O  3.309  2.539  -0.918
C  3.547  0.319  -0.249
C  4.185  -0.179  -1.360
C  4.482  -1.547  -1.259
C  4.072  -2.081  -0.075
S  3.313  -0.929  0.935
H  4.172  -3.093  0.266
H  4.977  -2.113  -2.027
H  4.418  0.439  -2.208
H  2.072  1.137  1.748
H  3.146  2.543  1.881
H  0.754  3.315  1.872
H  1.609  3.856  0.418
H  -1.171  0.116  -0.596
C  -2.693  -2.185  -0.572
C  -3.806  -1.905  -1.574
H  -3.869  -2.705  -2.308
H  -4.764  -1.824  -1.067
H  -3.621  -0.970  -2.098
H  -1.746  -2.293  -1.105
H  -2.898  -3.119  -0.048
H  -3.561  -0.821  0.855

Its frontier orbital gap is 0.34610 Ha. The structure (SMILES) is CCC(CC)NC(=O)COC(=O)CCC(=O)c1cccs1. As for the HOMO energy: -0.3426 Ha. The multiplicity is 1.

***

Q.
C15H21NO4S | wB97M-V/def2-TZVPD

Geometry (Å):
C  3.398  -2.011  0.246
C  2.561  -2.578  1.382
H  2.351  -1.816  2.140
H  3.056  -3.432  1.853
O  1.317  -3.060  0.862
C  0.201  -2.415  1.190
O  0.132  -1.564  2.040
C  -0.933  -2.881  0.295
H  -0.830  -3.961  0.157
C  -0.711  -2.182  -1.059
N  -0.920  -0.772  -0.881
S  0.013  0.323  -1.709
O  1.322  -0.263  -1.805
O  -0.619  0.754  -2.927
C  0.052  1.698  -0.569
C  0.388  1.484  0.754
C  0.441  2.564  1.618
C  0.169  3.853  1.168
C  -0.165  4.042  -0.169
C  -0.224  2.967  -1.039
H  -0.485  3.088  -2.078
H  -0.380  5.036  -0.531
C  0.256  5.018  2.104
H  -0.388  5.830  1.777
H  -0.023  4.727  3.114
H  1.280  5.391  2.133
H  0.695  2.404  2.655
H  0.586  0.485  1.103
C  -2.275  -0.427  -0.544
C  -2.591  -1.028  0.826
C  -2.328  -2.536  0.827
H  -3.065  -3.033  0.190
H  -2.440  -2.923  1.841
H  -3.632  -0.835  1.086
H  -1.950  -0.557  1.571
H  -2.973  -0.808  -1.304
H  -2.349  0.662  -0.522
H  -1.410  -2.593  -1.803
H  0.310  -2.323  -1.414
H  4.300  -1.557  0.647
H  2.833  -1.261  -0.307
H  3.678  -2.802  -0.445

Its frontier orbital gap is 0.36881 Ha. The structure (SMILES) is CCOC(=O)[C@H]1CCCN(S(=O)(=O)c2ccc(C)cc2)C1. As for the HOMO energy: -0.3400 Ha. The multiplicity is 1.

***

Which of them is the most stable? Correct choice: P.